1.
Below is C36H40FN3O2OsSSb2 as an isolated structure at a distorted geometry, with properties calculated with ωB97M-V with the def2-TZVPD basis set.

Positions of all 86 atoms, in Å:
Os1 12.29041 12.46725 12.88500
O1 10.23033 13.17234 15.88739
S1 11.44367 12.56278 16.38685
O2 12.18421 13.27368 17.42096
N1 12.55943 12.33972 15.03234
C1 13.89691 12.17546 15.48082
C2 14.39856 11.84832 16.75347
C3 15.76850 11.89548 17.01420
C4 16.71749 12.13201 16.01794
C5 16.28231 12.33259 14.68609
C6 17.20343 12.47950 13.58746
C7 16.65674 12.46546 12.32217
C8 15.28645 12.34055 12.10148
N2 14.37598 12.33499 13.09793
C9 14.85839 12.31534 14.38757
C10 11.02335 10.92261 16.91425
C11 10.11606 10.13024 16.23693
C12 9.95984 8.81788 16.65842
C13 10.57514 8.35329 17.82966
C14 11.35496 9.22216 18.58534
C15 11.51233 10.52210 18.14210
H1 13.68652 11.64481 17.58214
H2 16.08500 11.78207 18.03902
H3 17.76410 12.13290 16.22554
H4 18.26352 12.52539 13.69182
H5 17.25726 12.52072 11.42820
H6 14.91423 12.25056 11.08596
H7 9.59478 10.43850 15.32947
H8 9.44790 8.11796 16.01988
H9 10.43107 7.33264 18.17363
H10 11.83072 8.90651 19.50340
H11 12.02844 11.27461 18.74560
C16 10.37184 13.50928 9.06033
Sb1 12.14556 12.91310 10.16944
C17 12.74217 11.07275 9.21587
C18 13.54994 14.31623 9.07945
C19 13.01948 15.71257 9.05849
C20 12.42962 16.19180 7.85248
C21 11.73407 17.38186 7.80931
C22 11.69745 18.20422 8.96115
C23 12.29268 17.75378 10.12188
C24 13.03888 16.57572 10.19820
C25 13.80457 16.24624 11.43862
Sb2 12.50227 15.21901 12.96153
C26 10.87335 16.48718 13.33311
C27 12.90124 15.81891 14.90402
H12 10.51111 13.17330 8.02867
H13 10.29394 14.62493 9.05274
H14 9.50527 13.05121 9.50444
H15 13.23110 11.22487 8.24260
H16 11.91169 10.38222 9.06617
H17 13.48544 10.57912 9.85529
H18 13.62596 13.96176 8.05494
H19 14.48824 14.19872 9.61544
H20 12.50583 15.60844 6.97101
H21 11.28874 17.66888 6.89653
H22 11.18289 19.13584 8.89901
H23 12.21571 18.43332 10.97368
H24 14.10636 17.13978 11.92877
H25 14.70698 15.65040 11.25459
H26 11.22744 17.38921 13.85103
H27 10.27408 15.91716 14.06045
H28 10.36157 16.75651 12.42652
H29 13.11428 16.87951 14.93463
H30 13.71350 15.28486 15.35241
H31 12.01458 15.62961 15.52721
F1 6.19957 11.79730 12.29474
C28 7.51974 11.87737 12.56154
C29 8.37720 10.97445 11.90290
C30 9.72881 11.23443 11.97223
C31 10.24795 12.33661 12.73261
C32 9.32454 13.25550 13.27182
C33 7.97624 12.99544 13.32612
H32 7.96686 10.15391 11.33858
H33 10.42874 10.60265 11.37686
H34 9.71457 14.09623 13.82334
H35 7.22755 13.64536 13.76336
C34 14.15326 7.29299 12.42990
C35 12.72518 7.93090 12.70565
C36 12.58743 9.39224 12.91718
N3 12.46847 10.57957 12.88912
H36 14.03403 6.21672 12.40832
H37 14.82146 7.56309 13.26908
H38 14.60518 7.64514 11.52661
H39 12.35059 7.45924 13.62751
H40 12.00949 7.68693 11.89920

Energy above the lowest of the compared OMol25 structures with the same formula, charge and spin in kcal per mole: 0.00
Expectation value of S²: 6.102
Orbital gap (alpha / beta) in eV: 4.32 / 4.63
HOMO energy (alpha / beta) in eV: -10.6 / -12.8
Total charge: +2
Multiplicity: 5
LUMO (alpha / beta) in Eh: -0.2297 / -0.2989

Atom charges from the Löwdin analysis, given in e for atoms 1 to 5: 1.037, -0.286, 0.704, -0.289, -0.154

---

2.
Below is C36H40IrN7P2 as an isolated structure, with properties calculated with ωB97M-V with the def2-TZVPD basis set.

Positions of all 86 atoms, in Å:
Ir1 0.04260 0.77828 0.48033
C1 3.20934 0.12114 3.39209
C2 3.34918 1.29985 4.12683
C3 2.52617 2.34140 3.80332
C4 1.57205 2.23272 2.77365
N1 1.43125 1.08535 2.06020
C5 2.26833 0.07427 2.40539
N2 0.84658 3.37140 2.59148
C6 -0.07140 3.55094 1.73124
N3 -0.56578 2.64226 0.76869
C7 -1.57552 3.32724 0.06496
N4 -2.29785 2.90353 -0.89521
C8 -2.25014 1.66658 -1.45883
C9 -3.17761 1.51310 -2.51306
C10 -3.28585 0.34476 -3.20968
C11 -2.43847 -0.69862 -2.83005
C12 -1.56504 -0.49111 -1.80289
N5 -1.42469 0.65734 -1.08940
C13 -1.71325 4.67735 0.59682
C14 -2.56466 5.70695 0.23492
C15 -2.44691 6.89193 0.94882
C16 -1.51410 7.03141 1.98018
C17 -0.66531 5.99090 2.33602
C18 -0.79104 4.81553 1.61782
H1 3.82336 -0.74801 3.58264
H2 4.08025 1.38865 4.91872
H3 2.56436 3.29160 4.31471
H4 2.15652 -0.82003 1.83397
H5 -3.78977 2.37617 -2.72889
H6 -3.99754 0.23475 -4.01639
H7 -2.45846 -1.66044 -3.32300
H8 -0.93194 -1.30470 -1.52374
H9 -3.28400 5.59174 -0.56361
H10 -3.08904 7.72740 0.70523
H11 -1.45571 7.97194 2.51105
H12 0.05756 6.09210 3.13323
C19 3.25090 -0.71007 -0.27043
P1 1.57463 -0.29260 -0.86455
C20 1.03562 -2.06626 -1.08491
N6 1.62710 -2.85855 -1.95150
C21 1.25005 -4.15164 -1.94344
C22 1.84629 -5.06311 -2.87712
C23 1.48915 -6.42554 -2.88711
C24 0.55875 -6.90216 -1.98801
C25 -0.03616 -6.02734 -1.05817
C26 0.30720 -4.63464 -1.03232
N7 -0.26932 -3.83008 -0.11880
C27 0.07105 -2.56042 -0.15258
P2 -0.51361 -1.36272 1.15459
C28 0.33844 -2.21361 2.53032
C29 -2.31366 -1.51693 1.68468
C30 -2.29753 -1.04673 3.15472
C31 -2.79918 -2.96713 1.58851
C32 -3.28938 -0.61911 0.92420
C33 1.96472 0.66186 -2.43876
C34 2.52428 -0.26270 -3.52555
C35 0.79403 1.45376 -3.02063
C36 3.03650 1.67615 -1.98789
H13 3.83240 -0.95588 -1.15868
H14 3.25369 -1.58406 0.37598
H15 3.71809 0.12459 0.24632
H16 2.57961 -4.67372 -3.57440
H17 1.95303 -7.09027 -3.60429
H18 0.27939 -7.94780 -1.98663
H19 -0.76641 -6.38704 -0.34198
H20 -0.28943 -3.06476 2.79225
H21 0.45273 -1.56944 3.39848
H22 1.31017 -2.60261 2.23649
H23 -1.83987 -1.76925 3.82640
H24 -3.33330 -0.92118 3.47166
H25 -1.80674 -0.07690 3.28082
H26 -2.18438 -3.67309 2.14479
H27 -2.87416 -3.30420 0.55554
H28 -3.79979 -3.00421 2.02278
H29 -3.04382 0.43810 1.02349
H30 -4.27138 -0.76445 1.37604
H31 -3.37726 -0.88046 -0.12780
H32 1.76968 -0.95028 -3.90429
H33 3.39462 -0.83525 -3.20864
H34 2.84370 0.36956 -4.35579
H35 -0.02143 0.82017 -3.36195
H36 1.17483 1.98841 -3.89177
H37 0.41590 2.20292 -2.32528
H38 4.00278 1.21476 -1.79664
H39 2.72976 2.24806 -1.10693
H40 3.17427 2.39217 -2.79878

Energy above the lowest of the compared OMol25 structures with the same formula, charge and spin in kcal per mole: 0.00
Expectation value of S²: 0.774
Orbital gap (alpha / beta) in eV: 5.47 / 2.98
HOMO energy (alpha / beta) in eV: -15.6 / -15.6
Total charge: +3
Multiplicity: 2
LUMO (alpha / beta) in Eh: -0.3724 / -0.4639

Atom charges from the Löwdin analysis, given in e for atoms 1 to 5: 1.079, -0.018, 0.003, 0.035, -0.280

---

3.
Below is C36H40OP2Sr as an isolated structure at a distorted geometry, with properties calculated with ωB97M-V with the def2-TZVPD basis set.

Positions of all 80 atoms, in Å:
Sr1 0.32682 1.68498 -3.71095
C1 -2.13043 1.23439 -5.99101
C2 -1.96003 -0.04879 -5.57969
C3 -1.22263 -1.06506 -6.39020
C4 0.24660 -0.70674 -6.71362
C5 0.93034 0.29708 -5.81101
C6 0.84954 1.63352 -6.08782
C7 -0.00902 2.25881 -7.12395
C8 -1.50115 1.80850 -7.25101
C9 1.81540 -0.24926 0.12922
H1 -2.95585 1.81804 -5.55616
H2 -2.64390 -0.47255 -4.83397
H3 -1.73673 -1.24650 -7.36139
H4 -1.23920 -2.03311 -5.86272
H5 0.83274 -1.64814 -6.69374
H6 0.29069 -0.37007 -7.77447
H7 1.75447 -0.08473 -5.20201
H8 1.49287 2.38341 -5.62040
H9 0.48454 2.08900 -8.09806
H10 -0.04154 3.35128 -6.94794
H11 -2.09807 2.70209 -7.50957
H12 -1.58099 1.14743 -8.13412
H13 1.11787 0.58132 0.27260
H14 2.73112 -0.14146 0.73902
H15 1.32563 -1.19773 0.36683
P1 -1.57541 -0.72822 -1.58029
P2 2.40315 -0.28917 -1.55858
C10 -0.18906 -0.97281 -2.74359
C11 1.20453 -0.93629 -2.67906
C12 -2.53733 -2.29332 -1.58441
C13 -2.78444 -3.05343 -2.73662
C14 -3.58446 -4.19232 -2.66142
C15 -4.11202 -4.61374 -1.41797
C16 -3.83518 -3.86509 -0.26952
C17 -3.04530 -2.73274 -0.33815
C18 -2.87412 0.38183 -2.26875
C19 -2.47733 1.58966 -2.90276
C20 -3.18274 2.77684 -2.79105
C21 -4.55254 2.66444 -2.51106
C22 -5.08233 1.37390 -2.32996
C23 -4.27218 0.23112 -2.17953
C24 3.86185 -1.30875 -1.65896
C25 3.71544 -2.64109 -1.23115
C26 4.83660 -3.42666 -1.00166
C27 6.11579 -2.89570 -1.22450
C28 6.26470 -1.57171 -1.66126
C29 5.14437 -0.77320 -1.85999
C30 2.83354 1.39916 -2.08155
C31 2.73724 2.43011 -1.12412
C32 2.65151 3.76199 -1.52894
C33 2.76452 4.09480 -2.87668
C34 3.05022 3.10177 -3.82879
C35 3.11913 1.75290 -3.44132
H16 -0.58183 -1.46688 -3.64920
H17 1.73778 -1.50938 -3.45284
H18 -2.36990 -2.77416 -3.71012
H19 -3.80055 -4.77532 -3.54921
H20 -4.72575 -5.50571 -1.34811
H21 -4.23290 -4.16398 0.71242
H22 -2.80385 -2.14967 0.55729
H23 -1.82583 1.50007 -3.79383
H24 -2.69373 3.74901 -2.97780
H25 -5.19068 3.54759 -2.51268
H26 -6.15838 1.25919 -2.22612
H27 -4.71788 -0.74304 -1.94620
H28 2.71385 -3.04400 -1.02789
H29 4.72007 -4.44981 -0.61907
H30 7.00598 -3.49524 -0.98201
H31 7.26890 -1.15860 -1.81958
H32 5.26410 0.27826 -2.14208
H33 2.70560 2.14216 -0.06846
H34 2.51141 4.53047 -0.76630
H35 2.64618 5.13392 -3.17890
H36 3.19863 3.40472 -4.87690
H37 3.42322 0.99416 -4.18378
C36 -1.21023 1.17280 0.56829
O1 -0.75267 1.35112 -0.76343
H38 -2.21284 1.59768 0.76097
H39 -0.50796 1.52650 1.35723
H40 -1.31053 0.05790 0.74246

Orbital gap (alpha / beta) in eV: 4.08 / 4.88
HOMO energy (alpha / beta) in eV: -4.5 / -5.3
LUMO (alpha / beta) in Eh: -0.0139 / -0.0141

Atom charges from the Löwdin analysis, given in e for atoms 1 to 5: 1.436, -0.112, -0.121, -0.180, -0.158

---

no.,DFT total energy (eV),molar mass (u)
1,-75621.236,1031.6
2,-69805.596,824.9
3,-59433.319,638.3